Here is C47H38BaBrCl4N6O4Te as an isolated structure in a non-equilibrium geometry from OMol25. Energies are from wB97M-V/def2-TZVPD.

Cartesian coordinates (Å):
Ba: 0.21 -1.71 1.88
Br: -7.26 -0.85 4.54
C: -5.49 -1.42 4.13
C: -5.22 -2.77 3.91
C: -3.94 -3.17 3.61
C: -2.86 -2.25 3.48
O: -1.69 -2.69 3.19
C: -3.15 -0.87 3.75
C: -2.22 0.27 3.75
N: -1.01 0.34 3.35
C: -0.29 1.58 3.37
C: -0.81 2.73 3.93
C: -0.12 3.95 3.92
C: 1.13 4.01 3.37
C: 1.71 2.87 2.81
C: 3.06 2.87 2.33
C: 3.61 1.75 1.82
C: 2.82 0.56 1.71
N: 1.61 0.52 2.29
C: 1.02 1.63 2.79
C: -4.47 -0.50 4.07
H: -6.02 -3.50 3.99
H: -3.72 -4.22 3.45
H: -2.72 1.16 4.15
H: -1.79 2.71 4.39
H: -0.58 4.82 4.37
H: 1.70 4.94 3.38
H: 3.64 3.79 2.40
H: 4.63 1.75 1.45
H: 3.36 -0.38 1.77
H: -4.68 0.54 4.27
Cl: 5.78 -7.34 3.07
C: 4.66 -5.99 3.09
C: 4.23 -5.47 4.32
C: 3.36 -4.42 4.36
C: 2.83 -3.81 3.18
O: 2.03 -2.83 3.27
C: 3.30 -4.36 1.94
C: 2.94 -3.87 0.62
O: 2.17 -2.97 0.31
C: 4.21 -5.44 1.93
H: 4.60 -5.91 5.24
H: 3.03 -4.01 5.31
H: 3.47 -4.40 -0.19
H: 4.55 -5.83 0.98
C: -1.08 -0.43 -6.89
C: -2.27 -0.30 -5.98
C: -2.32 -0.97 -4.76
C: -3.38 -0.83 -3.87
C: -4.42 0.03 -4.18
N: -5.55 0.34 -3.38
C: -5.96 0.07 -2.07
O: -7.15 -0.05 -1.85
N: -5.07 -0.02 -1.01
C: -3.82 0.58 -0.79
C: -3.32 1.64 -1.53
C: -2.04 2.08 -1.24
C: -1.31 1.47 -0.23
N: -1.79 0.47 0.51
C: -3.02 0.05 0.23
C: -4.39 0.69 -5.42
C: -3.34 0.52 -6.29
H: -0.52 -1.34 -6.68
H: -0.40 0.41 -6.76
H: -1.39 -0.46 -7.94
H: -1.49 -1.61 -4.49
H: -3.37 -1.37 -2.94
H: -6.37 0.53 -3.92
H: -5.55 -0.35 -0.18
H: -3.90 2.09 -2.32
H: -1.60 2.89 -1.81
H: -0.30 1.78 -0.02
H: -3.40 -0.77 0.84
H: -5.20 1.36 -5.67
H: -3.35 1.05 -7.24
Cl: -3.45 -5.28 -1.95
C: -3.37 -4.53 -0.36
Cl: -3.01 -5.74 0.87
Cl: -4.90 -3.72 0.01
C: -2.30 -3.53 -0.35
N: -1.44 -2.78 -0.29
C: 6.12 5.35 -2.66
C: 5.27 4.17 -2.26
C: 5.75 2.87 -2.37
C: 4.98 1.77 -2.00
C: 5.59 0.40 -2.15
C: 3.67 1.95 -1.51
Te: 2.49 0.26 -1.02
C: 3.20 3.27 -1.36
C: 1.84 3.59 -0.81
C: 4.00 4.34 -1.74
H: 7.09 5.03 -3.03
H: 6.29 6.03 -1.82
H: 5.64 5.93 -3.45
H: 6.75 2.71 -2.75
H: 6.65 0.48 -2.41
H: 5.08 -0.18 -2.92
H: 5.49 -0.18 -1.23
H: 1.44 2.76 -0.23
H: 1.13 3.80 -1.61
H: 1.88 4.46 -0.16
H: 3.60 5.35 -1.62

Its total energy is -7151.82876 Ha. The calculation puts the HOMO energy at -3.66 eV. Its largest force on an atom is 1.75 eV/Å. As for the energy above the lowest of the compared OMol25 structures with the same formula, charge and spin: 1.188 eV. Its orbital gap is 5.39 eV. Its charge is -1.



Here is C47H38BrIrN4O4PS2 as an isolated structure from OMol25. Energies are from wB97M-V/def2-TZVPD.

Cartesian coordinates (Å):
Ir: 0.14 0.30 -0.31
Br: -5.65 4.69 -1.79
C: -4.02 3.74 -1.70
C: -3.14 3.77 -2.79
C: -1.97 3.05 -2.75
C: -1.62 2.27 -1.63
O: -0.50 1.59 -1.72
C: -2.50 2.28 -0.51
C: -2.24 1.66 0.74
N: -1.18 0.98 1.05
C: -0.86 0.61 2.38
C: -1.46 1.07 3.51
C: -1.03 0.65 4.78
C: 0.03 -0.21 4.91
C: 0.70 -0.68 3.76
C: 1.76 -1.60 3.81
C: 2.31 -2.06 2.64
C: 1.84 -1.56 1.43
N: 0.86 -0.68 1.35
C: 0.25 -0.26 2.50
C: -3.70 3.02 -0.58
H: -3.39 4.35 -3.66
H: -1.29 3.05 -3.59
H: -2.97 1.85 1.53
H: -2.29 1.77 3.46
H: -1.54 1.01 5.66
H: 0.34 -0.57 5.88
H: 2.10 -1.97 4.77
H: 3.10 -2.79 2.64
H: 2.28 -1.88 0.49
H: -4.37 3.02 0.27
C: 4.34 2.70 -0.10
C: 2.98 2.19 -0.59
C: 1.95 2.49 0.49
C: 3.10 0.69 -0.88
C: 4.14 0.35 -1.95
O: 3.42 -0.46 -2.91
C: 2.16 -0.57 -2.50
N: 1.87 0.05 -1.42
C: 1.31 -1.46 -3.29
C: 1.86 -1.94 -4.49
C: 1.18 -2.87 -5.25
C: -0.04 -3.36 -4.81
C: -0.58 -2.89 -3.62
C: 0.06 -1.92 -2.86
P: -0.91 -1.34 -1.42
C: -2.38 -0.66 -2.23
C: -2.35 -0.29 -3.58
C: -3.48 0.24 -4.18
C: -4.65 0.41 -3.44
C: -4.68 0.06 -2.10
C: -3.55 -0.47 -1.50
C: -1.38 -2.91 -0.67
C: -2.65 -3.45 -0.87
C: -2.93 -4.73 -0.42
C: -1.95 -5.48 0.22
C: -0.68 -4.95 0.40
C: -0.40 -3.67 -0.04
H: 4.29 3.76 0.12
H: 5.13 2.56 -0.84
H: 4.64 2.18 0.81
H: 2.72 2.71 -1.51
H: 2.16 1.94 1.41
H: 0.91 2.29 0.16
H: 1.94 3.55 0.74
H: 3.34 0.21 0.07
H: 4.96 -0.26 -1.58
H: 4.52 1.22 -2.47
H: 2.82 -1.58 -4.81
H: 1.61 -3.22 -6.18
H: -0.57 -4.11 -5.38
H: -1.53 -3.29 -3.30
H: -1.45 -0.39 -4.17
H: -3.45 0.52 -5.22
H: -5.54 0.82 -3.91
H: -5.58 0.19 -1.52
H: -3.58 -0.75 -0.45
H: -3.42 -2.89 -1.37
H: -3.92 -5.14 -0.56
H: -2.18 -6.47 0.58
H: 0.08 -5.52 0.91
H: 0.59 -3.27 0.12
O: 0.17 -4.87 3.27
S: -0.71 -3.95 3.94
O: -0.21 -3.39 5.18
N: -1.15 -2.74 2.92
C: -2.46 -2.71 2.74
S: -3.28 -1.55 1.84
C: -3.19 -3.83 3.43
C: -4.54 -4.12 3.40
C: -4.99 -5.23 4.12
C: -4.10 -6.02 4.85
C: -2.74 -5.72 4.88
C: -2.32 -4.62 4.16
H: -5.22 -3.50 2.83
H: -6.04 -5.48 4.11
H: -4.47 -6.87 5.40
H: -2.05 -6.32 5.45

Its total energy is -6149.79775 Ha. The calculation puts the HOMO energy at -9.66 eV. Its largest force on an atom is 0.56 eV/Å. As for the energy above the lowest of the compared OMol25 structures with the same formula, charge and spin: 1.018 eV. Its orbital gap is 6.17 eV. Its charge is +1.